Below is one molecule with the formula C5H6O, with properties calculated with the ωB97M-V functional and the def2-TZVPD basis.

The calculation puts the orbital gap at 7.114 eV. The total charge is 0. The energy above the lowest of the compared OMol25 structures with the same formula, charge and spin is 438.03 kJ/mol.

Last column: Mulliken charge in e.
CARTESIAN COORDINATES (ANGSTROEM)
1 C -1.99 0.89 -0.30  -0.9946
2 C 0.87 -1.41 -0.27  -0.5908
3 H 3.50 0.39 1.56  0.3681
4 O -0.30 -0.78 -0.43  -0.1855
5 C 2.73 -0.16 1.06  0.2725
6 H 0.94 -2.33 -0.83  0.3674
7 H 0.01 0.81 0.79  0.3294
8 H -2.35 0.39 -1.21  0.2740
9 H -2.75 0.77 0.48  0.2586
10 C 1.89 -0.79 0.44  -0.4161
11 C -0.67 0.33 0.09  0.0211
12 H -1.90 1.96 -0.51  0.2960